{
  "formula": "C30H89N16NiO17",
  "method": "ωB97M-V/def2-TZVPD",
  "multiplicity": 3,
  "fmax_ev_per_a": 3.9,
  "mol_weight_da": 1004.83,
  "charge": 1,
  "e_lumo_ha": [-0.0470, -0.0470],
  "elements": ["Ni", "O", "H", "C", "O", "N", "N", "H", "H", "H", "H", "C", "O", "N", "N", "H", "H", "H", "H", "C", "O", "N", "N", "H", "H", "H", "H", "C", "O", "N", "N", "H", "H", "H", "H", "C", "O", "N", "N", "H", "H", "H", "H", "C", "O", "N", "N", "H", "H", "H", "H", "O", "H", "H", "O", "H", "H", "C", "O", "C", "C", "N", "C", "C", "O", "C", "H", "H", "H", "H", "H", "H", "H", "H", "H", "H", "H", "H", "H", "H", "H", "C", "O", "C", "C", "N", "C", "C", "O", "C", "H", "H", "H", "H", "H", "H", "H", "H", "H", "H", "H", "H", "H", "H", "H", "C", "O", "C", "C", "N", "C", "C", "O", "C", "H", "H", "H", "H", "H", "H", "H", "H", "H", "H", "H", "H", "H", "H", "H", "C", "O", "C", "C", "N", "C", "C", "O", "C", "H", "H", "H", "H", "H", "H", "H", "H", "H", "H", "H", "H", "H", "H", "H"],
  "coordinates": [[0.344372, -0.643654, -1.884444], [0.841128, 0.564508, -0.245501], [0.988534, 1.432163, -0.675673], [-0.804225, 1.966143, 4.018576], [0.406248, 2.177957, 4.092845], [-1.539725, 2.802484, 3.262414], [-1.473481, 0.952150, 4.616638], [-2.547942, 2.833241, 3.430972], [-1.192300, 3.704578, 3.187529], [-1.183766, 0.602940, 5.538816], [-2.424364, 0.875142, 4.290937], [3.421445, 2.671847, 1.915335], [4.048647, 2.579271, 0.848534], [3.839137, 3.533929, 2.914702], [2.299260, 2.044880, 2.189746], [3.212659, 4.040150, 3.618185], [4.549137, 4.177261, 2.504600], [1.956061, 1.363698, 1.554080], [1.747484, 2.123622, 3.018406], [-1.211334, -1.677245, 0.558777], [-0.745675, -1.911424, -0.584265], [-0.847946, -0.654613, 1.302189], [-2.198721, -2.516948, 1.161951], [-0.228509, 0.025196, 0.853272], [-1.255453, -0.546835, 2.201692], [-2.196132, -2.446341, 2.171246], [-2.156949, -3.479663, 0.837120], [-0.357492, -3.206442, -3.424436], [-0.436388, -1.965902, -3.340800], [-1.323116, -3.977317, -3.926608], [0.763441, -3.794078, -3.053507], [-1.323654, -4.976971, -3.981814], [-2.143597, -3.490278, -4.280155], [1.511819, -3.192462, -2.744530], [0.787597, -4.764735, -3.267477], [-2.201798, 0.953809, -2.939867], [-1.249705, 0.708143, -2.168753], [-2.357772, 0.388097, -4.118741], [-3.158655, 1.786574, -2.539639], [-3.259073, 0.254757, -4.569819], [-1.615175, -0.321395, -4.280982], [-3.054695, 2.225062, -1.656574], [-3.811592, 2.248394, -3.155667], [2.538068, -2.109318, -0.562785], [1.914349, -1.793392, -1.570454], [2.408332, -1.495222, 0.574851], [3.362935, -3.210376, -0.700886], [1.843643, -0.624672, 0.495069], [2.835732, -1.907716, 1.440931], [3.968807, -3.383914, 0.068513], [3.765725, -3.365721, -1.605266], [1.261708, 0.574279, -3.298655], [0.795859, 1.151513, -3.890327], [2.157882, 0.966587, -3.156155], [-1.993805, 2.425372, -0.136057], [-1.515979, 1.627547, -0.357877], [-1.606092, 2.816545, 0.680731], [-3.973639, -2.051059, -3.003235], [-3.759303, -2.285665, -4.365321], [-4.884843, -2.157666, -5.215020], [-4.594061, -1.023598, -6.314969], [-4.785330, 0.329694, -5.807349], [-4.850544, 1.430535, -6.796544], [-5.345738, 2.753091, -6.201928], [-4.379781, 3.353389, -5.379487], [-3.326761, 3.993000, -5.983438], [-4.781133, -1.356288, -2.886207], [-3.064515, -1.699877, -2.546324], [-4.160628, -3.036107, -2.624437], [-5.816502, -1.896432, -4.681086], [-5.122853, -3.110640, -5.800952], [-5.163717, -1.106672, -7.247388], [-3.564294, -1.117432, -6.562645], [-5.438979, 0.363357, -5.131934], [-5.406964, 1.199200, -7.667307], [-3.858426, 1.612336, -7.132337], [-6.264868, 2.651401, -5.574245], [-5.522135, 3.399766, -7.044833], [-3.483358, 4.978402, -6.509235], [-2.865321, 3.326659, -6.768878], [-2.574548, 4.159102, -5.191638], [-0.814956, -3.858271, 3.927690], [-2.099399, -3.301925, 3.913070], [-3.043985, -3.788646, 4.920475], [-4.155656, -2.748698, 4.900694], [-3.606531, -1.498930, 5.523631], [-4.515180, -0.367306, 5.621299], [-5.034081, 0.132443, 4.231029], [-4.016744, 0.962645, 3.644570], [-4.238462, 1.019878, 2.230738], [-0.251513, -3.459728, 4.794916], [-0.341948, -3.506938, 3.022916], [-0.789311, -4.923673, 3.915922], [-2.595582, -3.835131, 5.943460], [-3.402608, -4.769191, 4.566557], [-4.947691, -3.147288, 5.505150], [-4.506236, -2.554608, 3.873019], [-2.707652, -1.398542, 5.126514], [-4.144942, 0.483154, 6.206190], [-5.415890, -0.624124, 6.277891], [-5.923198, 0.773982, 4.321997], [-5.295209, -0.725088, 3.526521], [-3.804273, 1.851726, 1.722915], [-5.284161, 1.102377, 1.988200], [-3.889377, 0.186693, 1.664439], [6.545163, -1.827310, -3.748909], [5.079482, -1.982735, -3.674737], [4.435126, -0.659528, -3.798202], [4.639839, 0.281771, -2.632396], [3.857316, 1.544191, -3.075915], [3.959448, 2.648634, -2.106257], [3.467704, 3.895957, -2.733866], [4.128783, 4.024477, -3.962783], [4.137841, 5.325693, -4.556560], [6.871246, -2.646974, -3.037990], [6.940373, -0.858337, -3.442872], [6.917872, -2.073134, -4.725634], [3.408707, -0.828910, -4.015134], [4.799875, -0.063242, -4.711316], [5.618522, 0.585471, -2.386025], [4.222902, -0.059446, -1.685855], [4.220385, 1.902260, -3.939476], [5.037796, 2.849202, -1.939984], [3.566922, 2.381670, -1.161268], [3.680339, 4.767973, -2.121506], [2.359814, 3.908991, -2.921005], [4.730473, 6.035126, -3.991471], [3.124351, 5.796892, -4.577287], [4.501901, 5.200368, -5.548887], [2.856658, 3.147286, 6.672564], [3.284882, 1.938840, 7.221343], [4.310110, 1.293000, 6.508764], [3.821761, 0.587065, 5.135390], [2.715853, -0.286763, 5.369620], [2.328817, -1.077170, 4.165010], [3.151427, -2.403423, 4.260027], [3.094149, -3.145148, 3.005216], [3.153472, -4.557318, 3.177977], [2.471256, 3.717495, 7.533598], [2.177390, 3.049672, 5.803216], [3.712663, 3.624281, 6.315668], [4.778994, 0.547988, 7.107787], [5.105862, 2.079838, 6.349778], [4.639221, -0.001145, 4.731505], [3.604664, 1.391246, 4.456207], [1.946081, 0.276805, 5.676816], [2.572659, -0.579451, 3.281035], [1.294988, -1.478012, 4.176210], [2.767375, -3.003110, 5.119304], [4.271884, -2.285236, 4.508045], [2.411023, -4.906075, 3.892102], [4.083754, -4.866561, 3.591742], [2.850743, -5.067649, 2.272352]],
  "atomic_forces_ev_per_a": [[-0.8, 0.6, 0.6], [0.1, 0.7, -0.9], [0.0, -0.7, 0.6], [1.7, 0.2, 0.7], [-0.2, -0.5, 1.0], [-3.0, -0.7, -0.7], [0.6, -0.4, 0.4], [0.5, -0.3, 0.0], [1.2, 1.7, -0.3], [0.0, 0.3, -1.1], [-0.6, -0.3, 0.6], [0.6, 1.3, -0.7], [-0.2, -0.2, 1.1], [0.9, 2.4, 0.7], [-0.9, -1.3, -0.2], [0.9, -1.5, -1.7], [-0.8, -0.8, 0.8], [-0.2, -0.3, -0.9], [0.0, 0.4, 0.6], [-0.9, -1.8, -0.4], [-0.8, 0.0, 0.9], [0.0, 0.2, 0.1], [1.3, 0.7, -1.2], [0.4, 0.6, -0.1], [-0.1, 0.3, 0.6], [-0.2, -0.3, 0.0], [-0.1, 0.4, 0.0], [0.8, 1.0, 0.2], [-0.9, 0.6, -0.4], [-1.6, 0.5, -0.6], [0.0, -0.9, -0.1], [0.3, 0.0, 0.1], [0.1, -0.2, 0.1], [0.3, -0.2, 0.3], [1.0, -0.5, 0.3], [-0.3, 0.1, 0.9], [0.3, -0.2, 0.1], [2.0, -1.7, -1.3], [-1.4, 0.9, -0.2], [0.0, 0.5, -0.2], [-1.1, 0.5, 0.0], [0.3, 0.3, 0.8], [0.2, -0.4, -0.4], [1.1, -1.8, -0.5], [-0.4, 0.7, -2.2], [0.5, 0.0, 2.2], [-0.4, 0.3, 0.8], [0.2, -0.2, 0.3], [-0.7, 0.8, -1.1], [0.5, -0.2, 0.4], [0.0, 0.1, -0.3], [0.3, -0.7, 0.3], [-0.5, 0.4, -0.3], [0.6, 0.2, -0.1], [-0.2, 1.3, 1.4], [0.7, -0.5, -0.2], [-0.3, -0.7, -0.9], [0.2, -0.8, -0.1], [0.0, 0.3, -1.8], [-0.4, 0.5, -2.3], [-0.8, -0.2, 0.9], [2.5, 0.2, -2.2], [0.0, -0.3, 2.1], [0.0, -0.6, 0.1], [-1.0, 0.0, 1.4], [2.1, 0.1, -1.4], [-0.5, 0.3, 0.5], [0.4, 0.3, 0.1], [-0.7, -0.3, 1.1], [0.4, -0.1, 0.1], [0.6, 1.0, 1.0], [-0.2, -0.7, 0.1], [1.0, -0.4, -0.4], [-3.1, 0.4, 2.4], [-1.0, -0.5, -0.9], [1.0, 0.1, -0.4], [0.6, 0.0, -0.6], [-0.5, 0.4, -0.4], [-0.6, -0.8, 0.7], [-0.1, 0.6, 0.7], [-0.2, 0.0, -0.5], [0.6, 1.2, 0.6], [-0.9, -0.2, 0.9], [0.4, 0.6, -1.0], [1.0, 0.9, 0.6], [-1.6, -1.4, 0.6], [-1.6, -0.2, -0.4], [-0.1, -0.3, 0.5], [-0.4, -0.4, -1.3], [-0.5, 0.4, -0.2], [-0.1, -0.4, -0.3], [0.4, 0.1, -0.3], [-0.2, -1.0, 0.2], [-0.1, -0.1, -0.8], [0.1, 0.2, 0.4], [-0.7, 0.1, 0.3], [0.1, -0.4, 0.2], [0.9, 1.0, -0.5], [0.6, -0.2, -0.4], [1.0, -0.2, -1.1], [0.0, -0.3, 0.2], [0.4, 1.0, 1.0], [0.8, 0.9, 0.3], [-0.7, 0.0, 0.3], [0.5, -1.2, 0.1], [-1.0, -2.1, 1.6], [0.7, 2.7, -0.3], [2.1, -0.4, -1.1], [-2.6, 1.7, -0.6], [-0.2, -1.5, 1.6], [2.0, -0.5, -1.1], [-1.6, 1.0, -0.3], [0.5, 0.5, -1.0], [-1.4, -0.2, 1.1], [0.2, 1.1, -0.8], [-0.3, 0.0, 0.1], [0.0, 0.0, -0.6], [-0.9, -0.3, 0.3], [0.0, -1.2, 0.9], [1.6, 0.1, -0.2], [-0.4, -0.2, -0.1], [0.4, -0.1, -0.5], [-0.2, -0.1, 0.3], [-0.7, -0.1, 0.8], [0.1, 0.1, 0.4], [0.6, -0.2, 0.2], [0.5, 0.0, 0.2], [0.4, -0.6, -0.2], [0.3, 0.0, -0.7], [-0.8, -0.3, 0.5], [-0.4, -1.5, 0.3], [0.2, 0.5, -1.9], [1.2, 1.3, 1.8], [-1.1, -1.0, -0.4], [0.9, -2.2, 2.5], [1.6, -0.4, 0.2], [-0.5, 0.2, 0.7], [-1.2, 0.5, 0.4], [-0.3, -0.1, -0.7], [-0.2, -0.1, 0.6], [1.5, 1.4, -0.7], [-0.1, -0.6, 0.8], [-0.5, -0.8, -0.5], [0.4, 0.1, 0.0], [-0.2, 0.4, -0.7], [-0.5, 0.1, 0.2], [0.1, 0.9, -1.7], [0.3, 1.0, 0.0], [0.0, 0.2, -0.7], [-1.6, 0.3, -0.4], [-0.3, 0.2, 0.4], [1.1, -0.3, -0.1], [0.6, 0.2, -0.5]]
}